[1]
Density functional theory data (ωB97M-V with the def2-TZVPD basis set) for a molecular structure, C9H11F3Si in a non-equilibrium geometry.

Element x y z (Å)
C: -0.2570 -1.2853 2.5429
C: -2.6041 0.8247 0.7249
C: 1.8825 1.2591 2.0267
C: 0.0009 -1.9926 -2.5614
C: 0.3367 -1.4326 1.3676
C: -1.3319 1.1447 0.3889
C: 1.6993 1.0312 0.7511
C: 0.1441 -0.7676 -2.1180
C: 0.2490 0.4608 -2.8964
F: -1.0256 0.9460 -3.1546
F: 1.0197 0.3621 -3.9857
F: 0.8055 1.4867 -2.2485
Si: 0.1940 -0.0539 0.1690
H: -0.1919 -2.1174 3.2405
H: -1.1488 -0.7668 2.8417
H: -3.4086 1.5336 0.6389
H: -2.8632 -0.1210 1.0149
H: 2.8030 1.7884 2.4228
H: 1.1720 1.1396 2.8282
H: -0.0126 -2.7897 -1.7297
H: -0.0589 -2.2808 -3.6110
H: 1.2690 -1.8929 1.3102
H: -1.1684 2.1875 -0.0185
H: 2.4952 1.3363 0.0557

Calculated values
LUMO = 0.6 eV
2S+1 = 1
charge = 0

[2]
Density functional theory data (ωB97M-V with the def2-TZVPD basis set) for a gas-phase ion, C9H11N2 (charge +1) in a non-equilibrium geometry.

Element x y z (Å)
C: -1.4999 2.5358 -1.8577
C: -1.0760 1.8105 -3.0422
C: -1.3803 1.9476 -0.6344
C: -0.2695 0.6274 -2.9074
C: -0.1659 0.2903 0.7126
C: -0.5665 0.8078 -0.4833
C: -0.0069 0.2464 -1.6418
C: -0.2629 -2.0068 0.9885
C: 1.8578 -0.8363 1.4537
N: 1.1200 -1.1837 -0.7038
N: 0.6436 -0.8934 0.5845
H: -2.1045 3.3834 -1.9223
H: -1.2085 2.1566 -4.1057
H: -1.6160 2.4361 0.3414
H: 0.0383 0.1594 -3.8739
H: -0.4562 0.5875 1.6470
H: 0.5174 -2.8252 1.3364
H: -0.7170 -1.5613 1.8610
H: -0.8485 -2.4163 0.1266
H: 2.2104 0.2453 1.7371
H: 1.7432 -1.4597 2.3271
H: 2.6897 -1.3530 0.9219

Calculated values
LUMO (spin up / spin down) = -6.2 / -6.2 eV
2S+1 = 1
charge = +1

[3]
Density functional theory data (ωB97M-V with the def2-TZVPD basis set) for a gas-phase ion, C9H11N2O (charge +1) in a non-equilibrium geometry.

Element x y z (Å)
C: 0.6194 -0.6813 -1.8905
C: -0.0597 -0.5827 -0.5351
C: -1.2921 -1.4166 -0.3162
C: -2.2833 -0.9563 0.4637
C: -2.1381 0.3099 1.1485
C: -1.1476 1.1564 1.0244
C: -0.3562 0.9241 -0.1775
N: 0.9876 1.6417 -0.1006
C: 1.9920 1.0688 0.5444
N: 1.9816 -0.2164 0.9281
C: 0.9669 -1.1128 0.5347
O: 0.9096 -2.1894 1.0711
H: 0.6399 -1.7264 -2.3628
H: 1.7248 -0.2771 -1.9486
H: 0.0523 0.0719 -2.6144
H: -1.1210 -2.3891 -0.7950
H: -3.2761 -1.4759 0.7049
H: -2.8772 0.6616 1.9102
H: -1.1788 2.0724 1.5766
H: -0.8165 1.2352 -1.1938
H: 1.0032 2.6425 -0.2147
H: 2.9929 1.6834 0.6777
H: 2.6765 -0.4438 1.5648

Calculated values
LUMO = -4.4 eV
structure (SMILES) = C[C@]12C=CC=C[C@H]1[NH+]=CNC2=O
2S+1 = 1
charge = +1

[4]
Density functional theory data (ωB97M-V with the def2-TZVPD basis set) for 2 unconnected molecules or ions with the total composition C9H11N2O2 in a non-equilibrium geometry.

Element x y z (Å)
C: 0.5435 -1.4134 0.3656
C: 2.6798 -0.5233 0.9488
C: 0.0037 -0.2206 0.1088
C: 2.2301 0.7282 0.5343
C: 1.8931 -1.6494 0.8814
C: 0.8740 0.9149 0.1861
C: -1.9036 2.9999 -1.2387
C: 2.2209 -3.0049 1.4002
C: -4.1009 2.1194 -1.8591
N: 1.1048 3.1899 -0.4311
N: 0.4724 2.1405 -0.2804
O: -1.4337 4.0873 -1.1450
O: -2.6968 2.1089 -1.3177
H: -0.2612 -2.2006 0.2222
H: 3.6742 -0.7917 1.3122
H: -1.0128 -0.2481 -0.2134
H: 3.0237 1.4879 0.5886
H: 1.3130 -3.5783 1.8981
H: 2.6297 -3.5602 0.6807
H: 3.0202 -2.7613 2.0887
H: -4.4531 3.2527 -1.9060
H: -4.7033 1.7115 -1.1920
H: -3.9579 1.5634 -2.6890
H: 0.7117 3.9981 -0.7707

Calculated values
LUMO (spin up / spin down) = -5.0 / -5.0 eV
2S+1 = 1
charge = +1

[5]
Density functional theory data (ωB97M-V with the def2-TZVPD basis set) for 2 unconnected molecules or ions with the total composition C9H11N2P in a non-equilibrium geometry.

Element x y z (Å)
C: 0.7742 -0.6605 -1.6922
C: -0.1341 -0.8307 -0.7252
C: 1.3865 0.3098 0.7684
C: 2.3018 0.7108 -0.2830
C: 1.9780 0.1291 -1.7766
C: -3.8063 -1.5453 0.1398
C: 2.3654 1.7825 2.3600
C: 0.2118 -0.3632 0.5710
C: -3.4248 -0.3064 0.0419
N: 1.6571 0.7963 2.0125
N: 3.4329 1.2835 -0.1346
P: -2.8722 0.7147 -1.3809
H: 2.8391 -0.3335 -2.0752
H: 1.9168 0.9824 -2.5598
H: -4.1102 -2.0303 1.1621
H: -3.8155 -2.1083 -0.8428
H: 2.9029 2.4663 1.5753
H: 2.2659 1.9845 3.3833
H: -0.4493 -0.5688 1.3669
H: -3.3514 0.4668 0.9367
H: 3.9860 1.5848 -0.8438
H: -2.9579 -0.0644 -2.4665
H: -1.1749 -1.2874 -0.7542

Calculated values
LUMO (spin up / spin down) = -1.3 / -0.3 eV
2S+1 = 1
charge = 0

[6]
Density functional theory data (ωB97M-V with the def2-TZVPD basis set) for a gas-phase ion, C9H11N2S (charge +1) in a non-equilibrium geometry.

Element x y z (Å)
C: -2.0408 -2.9645 2.0146
C: -0.9697 -2.5439 1.2426
C: -3.1701 -2.1910 1.8310
C: -1.2781 -1.4231 0.4583
C: 1.0136 2.1786 -2.0382
C: 1.6063 -0.1865 -1.5932
C: -0.4810 -0.6447 -0.3689
C: 1.0926 3.0383 -1.0004
C: 1.5918 2.6801 0.3574
N: 1.5302 0.9408 -2.1130
N: 0.7992 -0.8554 -0.6383
S: -2.9483 -0.9396 0.7171
H: -2.0123 -3.7907 2.7012
H: -0.0075 -3.0241 1.2488
H: -4.1226 -2.3114 2.3118
H: 0.7326 2.5540 -3.0153
H: 2.4062 -0.8377 -1.9367
H: -0.9275 0.2273 -0.8348
H: 0.8150 4.0622 -1.1810
H: 0.9609 1.9133 0.8128
H: 1.5964 3.5514 1.0043
H: 2.6051 2.2842 0.3069
H: 1.2078 -1.7178 -0.2871

Calculated values
LUMO (spin up / spin down) = -5.5 / -5.5 eV
2S+1 = 1
charge = +1